Formula: C56H142N10O18
Source: the OMol25 dataset
Level of theory: the ωB97M-V functional and the def2-TZVPD basis

XYZ file:
```
226
Properties=species:S:1:pos:R:3:mulliken_charge:R:1
O 3.34357 0.72473 5.74602 -0.088
C 5.13854 -1.28185 1.50421 -1.288
O -0.60182 -6.84304 -3.87530 -0.257
H 2.93834 -3.61520 1.05079 0.235
C 1.21597 -3.70349 -3.45660 -0.326
H 0.18170 2.82432 -2.96946 -0.337
H -0.18215 3.51476 0.73373 -1.168
O -4.35603 -3.96467 -1.02948 0.202
H 6.12632 0.50417 2.07866 0.639
H 2.51358 2.75306 -0.50728 0.339
H -0.96486 1.38872 -4.72531 -0.125
H 1.69877 -3.08768 -2.70132 0.340
H 5.34664 0.74824 6.03232 0.460
O 2.19120 -4.22436 -4.39693 -0.462
H -5.25225 -0.41283 0.27426 0.216
H 0.16830 -7.19746 -5.85825 0.303
H -2.02743 3.68869 -4.63145 0.615
H 0.99924 -1.57954 -0.62237 0.375
H 5.17630 5.09513 -1.20936 0.230
H 5.19475 6.73034 -1.77411 0.182
C -2.72851 -0.93450 0.19932 -0.147
H -0.69452 -0.70689 4.33806 -0.015
H 2.21591 -2.31327 3.95971 -0.173
H -0.72756 -1.85297 -6.38758 0.131
N -0.70324 3.29461 -3.11010 0.440
H -3.48268 2.19327 -1.50954 -0.699
H -1.58078 -1.82459 -1.45544 -1.219
C 2.47487 7.00476 -1.73868 -1.059
H 5.52449 3.62851 -5.91209 0.483
H 4.63259 2.33749 6.12934 0.393
C 3.15157 -0.08073 6.90682 -1.013
H 3.81222 -4.24282 -3.20790 0.339
H 0.84570 5.92063 -2.59848 -0.156
H -5.18470 1.57088 4.16657 0.586
O -2.09977 4.27735 0.99243 -0.535
C -4.59514 0.44085 0.02555 -0.803
C -1.21042 -4.05269 2.61336 1.893
H 0.74457 -0.56599 1.34301 -1.244
C 3.79913 -3.05500 0.76123 -1.316
H -1.40684 -7.79323 4.12881 0.358
H 2.19283 -0.56434 6.91368 0.257
H -1.29763 2.52257 -1.37338 -1.095
H -6.19000 -3.26824 -1.67825 0.233
H 4.34064 -3.90627 5.33499 0.359
H -0.99693 4.01289 5.24951 0.024
N 4.75418 0.13847 3.60325 -0.105
H 3.88818 4.18977 -4.06172 -0.521
H -1.43887 -3.69589 1.60033 -1.175
O -5.35364 -1.04669 4.80774 -0.463
C -0.95874 3.51200 -4.58947 -1.267
H 1.13541 0.16778 -4.78401 -0.007
O 0.83677 2.08686 -5.39907 -0.223
H 2.03715 5.68023 -4.62464 0.334
C -0.56573 0.25775 3.77758 -0.605
H 3.50245 2.44594 -1.91214 0.353
N -0.46461 -0.23539 -0.57339 2.078
C 0.24788 -2.82037 -4.28569 -0.559
C 4.47912 3.77232 -6.04791 -1.557
O 3.28816 5.84539 -1.81800 0.077
C 0.64175 -3.77258 4.19071 -0.643
H 0.72317 -2.02391 -4.84157 0.700
N 2.52054 5.21434 -5.39552 -0.869
H -6.15742 -2.87624 5.19469 0.285
H -3.29345 1.55025 4.25757 -0.671
C 3.87359 4.79408 -5.03669 1.812
C -3.76877 -4.91102 -0.19962 -1.026
C -2.50394 -5.68265 -3.15100 0.592
H 3.80648 -0.17026 3.61999 -0.202
O 3.88492 -1.88740 1.52213 0.519
C 1.89240 0.36126 -1.05065 -0.289
C -5.29366 2.68792 -3.33118 -0.897
H 7.09949 7.15388 -5.01945 0.289
H -1.63114 -6.90348 -1.68942 0.378
C 5.12161 0.10890 2.18068 -0.547
H 3.90319 -0.85577 7.03220 0.365
C 6.79103 6.73262 -4.03644 -0.790
H -3.61985 -5.53368 -3.26218 0.192
H 5.51219 -1.28017 0.47547 0.409
C 2.12150 -3.33225 4.32608 0.195
H -5.04679 2.70245 7.49666 0.406
H 0.73868 2.47666 3.31252 0.831
C -4.22467 -0.31834 4.31712 -0.358
H 0.06694 -3.09629 4.80352 0.177
C 4.56229 6.01599 -1.22737 -0.890
H -1.17743 6.14110 -0.21596 0.477
O -3.41248 0.01797 -0.57566 1.293
H -4.30556 -5.85477 -0.13747 0.606
H 3.93139 2.80813 -6.01228 0.117
O -3.92271 2.47571 -3.51511 -0.231
H 0.57149 -4.78678 4.66871 0.342
H 5.16561 6.29837 -5.82949 0.633
H -1.01191 -2.08006 0.16203 -0.008
H 2.84200 -0.14849 -1.31608 0.341
H 4.52866 6.33766 -0.18274 0.453
H -3.32909 -1.99189 -6.15903 0.437
H -5.13701 0.75963 6.36178 0.255
H 4.88350 -4.81453 4.02056 0.239
O 5.97383 5.65150 -4.13606 -0.346
H 4.48437 0.78525 1.56283 0.074
C -4.47840 2.76363 6.52913 -0.868
H -1.67620 1.35220 -2.63849 -1.271
H 3.05908 0.61287 7.74318 0.378
H -4.28773 0.85604 0.99346 -0.041
H 2.00675 4.37716 -5.69505 0.161
O -3.06641 4.05079 5.24270 -0.286
H -1.75664 -3.30562 3.29744 -0.179
H -1.88279 -7.12674 5.61642 0.279
H 5.96522 1.76273 3.96275 0.460
H -3.58473 2.97917 1.21247 0.329
C -0.69809 4.46036 0.88212 1.102
C -2.37281 -5.28327 -0.74588 -0.013
C -2.55414 -2.30078 -5.41945 -0.467
O -2.28746 -1.12542 -4.67114 0.025
C 4.58963 1.37363 5.60588 -0.794
H -4.42681 -2.90097 4.54771 0.016
O 3.11250 -4.10093 3.70338 -0.415
H 4.47214 4.02587 -7.10382 0.423
C -0.49308 5.30904 -0.29917 -0.395
H -3.26047 4.45262 7.27242 0.341
C -1.80723 4.66689 5.01566 -0.339
H -2.50376 2.96020 2.58261 -0.303
H 1.95721 0.77058 -0.02602 -0.195
H 2.81780 -5.59059 -2.91293 0.286
H -1.37729 0.25162 3.02501 -1.141
H -0.29510 4.83261 1.84127 0.521
H -1.01954 2.15037 -6.28949 0.591
H 3.76760 -5.39614 -4.47482 0.327
C -3.21898 3.56425 6.55950 0.101
H 1.23176 -7.50290 -4.43592 0.213
H -0.45689 0.20035 6.39778 0.433
N -2.42024 -6.32197 -1.80579 -0.502
H -4.75925 -2.48251 6.23094 0.283
H -2.25902 2.99733 6.78130 -0.083
H 0.54183 -2.91826 2.38683 -0.087
H 2.13219 1.93447 2.40444 -0.187
N -4.33813 1.30496 6.09152 -0.482
C -2.02140 -7.01563 4.55862 -0.893
N 1.08241 -0.82615 2.26650 2.362
C -3.11675 2.83894 -2.32599 -0.256
H 0.15109 -4.23299 -5.74726 0.359
C 0.85225 0.29192 3.24642 2.112
H -5.81315 2.20945 -4.14573 0.310
H -1.13442 -6.16347 2.23017 0.390
H 4.66454 -3.74752 0.94821 0.363
O 1.66984 1.42132 -1.88590 0.115
H 2.00095 3.45832 -1.96794 -0.169
H -0.90138 4.79801 -1.22022 -0.213
H -1.78490 -4.42539 -0.98208 0.068
H 2.08244 -1.04071 2.19438 -0.514
C -4.27467 1.14874 4.63368 0.429
H -0.36874 1.96397 6.50240 0.261
H -1.98174 2.15876 1.10142 -0.408
H -1.53510 -3.29590 -7.03397 0.421
H 2.36941 -3.41550 5.42918 0.527
H -6.07434 -5.02572 -1.42847 0.352
H -2.40041 -0.44013 1.11024 -0.565
H -6.09969 -3.92996 -0.05417 0.393
H -1.93140 -6.05570 -5.26176 0.291
C -0.56168 2.21800 -5.30157 0.085
H -2.44461 -7.55556 -4.31655 0.481
H -5.11526 3.23948 5.75868 0.359
H -3.69578 -1.34648 -3.15740 -0.071
C 0.73808 -0.67377 -1.20499 -0.459
H 0.96332 1.11878 5.80554 0.000
H 1.50871 4.92754 -0.52746 0.069
H -3.37650 -1.80481 0.36604 0.348
H -1.89444 -5.77642 0.10711 0.293
H 1.58635 0.24762 4.07795 -0.774
H -4.99875 1.26902 -0.54789 -0.079
H 2.70488 7.64695 -2.60762 0.388
H 2.27358 0.73145 -5.95490 0.355
C -5.17088 -2.37079 5.23491 -0.400
C 3.17667 -4.92998 -3.72575 -0.868
H -1.65615 5.66274 5.44718 0.392
C -1.66054 2.47588 -2.43787 2.392
H -0.08119 -8.62103 -4.87160 0.345
H 3.79253 -2.83119 -0.33655 0.260
N -0.48567 -3.59667 -5.23509 0.082
C 4.35135 -3.94224 4.23985 -0.684
C -2.54781 3.03316 1.50868 0.458
O -0.76523 1.34225 4.62357 0.900
H -4.26566 -0.43257 3.17927 0.162
H -4.27868 -0.47652 -4.69516 0.544
H 0.48330 1.73499 1.65908 -0.851
H 2.71660 7.49128 -0.82292 0.580
H -1.77931 4.80421 3.94819 0.016
H 5.83613 -1.87145 1.99347 0.564
H -3.30937 -0.83388 4.64500 0.284
H -3.14117 0.29787 -3.51161 -0.639
H 0.75960 -4.58639 -2.96765 0.176
H 0.67306 0.35854 -6.50250 0.289
C -1.91453 -6.57176 -4.27866 -0.781
N 0.88056 5.74415 -0.48433 -0.177
C -5.73057 -4.05359 -1.05592 -1.161
H -2.76826 -5.60227 2.56949 0.401
C -1.28420 -2.73015 -6.09557 -0.753
C -0.14517 1.09689 5.86161 -0.957
C 4.89341 1.51276 4.09173 -0.457
H -0.41525 4.35096 -4.99388 0.392
H -3.73575 -4.52455 0.83445 0.185
H 0.49289 -0.97600 -2.23892 -0.616
C -1.70895 -5.43294 2.82014 -0.996
H 7.74843 6.52321 -3.59551 0.294
H -5.59059 2.17211 -2.43014 0.259
O -1.59549 -5.72129 4.21377 -0.294
C 1.08489 1.71434 2.63343 -0.081
H 4.20653 2.24394 3.65186 0.149
H -1.94558 -4.74427 -3.22118 -0.623
H 6.39121 7.54197 -3.35938 0.265
C -3.45486 -0.62500 -3.97939 0.234
C 0.20414 -7.57751 -4.81897 -0.839
H 4.27924 6.73363 -4.37299 0.246
H 0.47259 7.48437 -1.61761 0.366
C 1.03088 6.51127 -1.70906 -0.031
C 1.25727 0.78666 -5.65380 -0.559
H -3.05775 -7.18942 4.29745 0.317
H -5.69707 3.69795 -3.24675 0.330
H -0.52359 -2.42708 -3.60590 -0.251
H -3.11640 -3.04334 -4.80297 0.182
C 2.47810 2.54612 -1.55213 -0.568
N 0.24157 -3.82626 2.80130 -0.137
H -0.92317 0.54558 -1.03840 -0.898
H 4.84335 -3.12774 3.76268 0.162
C 4.82550 5.95539 -4.86843 -1.013
H -3.26633 3.89339 -2.12805 0.786
C -1.47665 -1.31532 -0.46595 0.546
```

Energy ... -4120.22295 a.u.
Frontier orbital gap ... 8.9 eV
SMILES ... COC[C@H](C)N.COC[C@H](C)N.COCCNCCOC.COCCNCCOC.COCCNCCOC.COCCNCCOC.COCCNCCOC.COCCNCCOC.COCCNCCOC.COCCNCCOC
Molecular weight ... 1243.80 Da
E_HOMO ... -0.306 Eh
ΔE to the lowest compared entry with this formula, charge and spin ... 91.5 kJ/mol